Density functional theory data (ωB97M-V/def2-TZVPD) for C23H25N3O6S in the gas phase.

SMILES   COc1ccccc1CN(CC(=O)NCc1ccco1)C(=O)CNS(=O)(=O)c1ccccc1
Energy above the lowest of the compared OMol25 structures with the same formula, charge and spin   1.226 eV
F_max   0.94 eV/Å
HOMO level   -8.333 eV
HOMO-LUMO gap   0.327 Ha
Charge   0

The geometry in XYZ format:
```
58
C23H25N3O6S (ωB97M-V/def2-TZVPD)
C -5.6455 -1.0136 1.1948
O -4.8834 0.0315 0.6351
C -4.1482 -0.2276 -0.4839
C -4.2666 -1.3813 -1.2499
C -3.4838 -1.5503 -2.3795
C -2.5746 -0.5804 -2.7592
C -2.4466 0.5670 -1.9951
C -3.2240 0.7570 -0.8649
C -3.0035 1.9676 0.0021
N -1.8823 1.7390 0.9112
C -2.0924 0.7340 1.9210
C -1.8945 -0.7279 1.4807
O -2.4801 -1.6241 2.0586
N -1.0331 -0.9220 0.4765
C -0.6982 -2.2457 -0.0046
C 0.7610 -2.5113 0.1644
C 1.5450 -2.5551 1.2811
C 2.8582 -2.8333 0.8323
C 2.7734 -2.9312 -0.5211
O 1.5114 -2.7333 -0.9321
C -0.7333 2.4031 0.6981
O -0.6115 3.2788 -0.1394
C 0.4836 2.0522 1.5708
N 1.6785 2.4938 0.8805
S 1.9367 1.6424 -0.5586
O 2.2751 2.5518 -1.6060
O 0.8486 0.7181 -0.7718
C 3.3973 0.6798 -0.1764
C 4.0948 0.1376 -1.2389
C 5.2407 -0.6010 -0.9951
C 5.6746 -0.7900 0.3072
C 4.9644 -0.2470 1.3654
C 3.8165 0.4917 1.1248
H -6.0864 -0.6003 2.1008
H -5.0059 -1.8608 1.4574
H -6.4461 -1.3374 0.5227
H -4.9600 -2.1577 -0.9696
H -3.5888 -2.4544 -2.9614
H -1.9626 -0.7173 -3.6371
H -1.7210 1.3206 -2.2616
H -2.7405 2.8330 -0.6084
H -3.8975 2.1835 0.5916
H -1.4433 0.9099 2.7824
H -3.1275 0.8093 2.2683
H -0.5526 -0.1593 0.0088
H -1.2962 -2.9540 0.5781
H -0.9539 -2.3286 -1.0645
H 1.2201 -2.4229 2.2928
H 3.7351 -2.9515 1.4344
H 3.5093 -3.1371 -1.2721
H 0.5742 0.9776 1.7255
H 0.4225 2.5672 2.5345
H 1.5914 3.4696 0.6181
H 3.7358 0.3156 -2.2400
H 5.7974 -1.0220 -1.8184
H 6.5714 -1.3604 0.4977
H 5.3060 -0.3936 2.3789
H 3.2591 0.9352 1.9336
```

***

Density functional theory data (ωB97M-V/def2-TZVPD) for 2 unconnected molecules or ions with the total composition Br2H4Si2 at a distorted geometry.

Energy above the lowest of the compared OMol25 structures with the same formula, charge and spin   2.174 eV
F_max   2.73 eV/Å
HOMO level   -9.048 eV
HOMO-LUMO gap   0.291 Ha
Charge   0

The geometry in XYZ format:
```
8
Br2H4Si2 (ωB97M-V/def2-TZVPD)
Si -0.9094 -1.7260 -0.6151
Si 1.8773 3.3629 0.7756
Br 2.0453 1.5980 2.2064
Br -1.8350 0.2484 -0.0967
H -1.5809 -2.3792 -1.6150
H 0.3539 -1.2730 -1.1307
H -0.7381 -2.3908 0.6099
H 0.7869 2.5597 -0.1345
```

***

Density functional theory data (ωB97M-V/def2-TZVPD) for C2H2N2O2 in the gas phase at a distorted geometry.

SMILES   O=c1[nH]cno1
Energy above the lowest of the compared OMol25 structures with the same formula, charge and spin   1.328 eV
F_max   1.31 eV/Å
HOMO level   -10.097 eV
HOMO-LUMO gap   0.389 Ha
Charge   0

The geometry in XYZ format:
```
8
C2H2N2O2 (ωB97M-V/def2-TZVPD)
O -1.2454 1.6418 -1.1455
C -0.7207 0.8443 -0.4165
N 0.3414 -0.1405 -0.6531
C 0.5748 -0.7444 0.5425
N -0.1756 -0.3293 1.4976
O -1.0093 0.6635 0.8965
H 0.9097 -0.4271 -1.4516
H 1.3250 -1.5083 0.7301
```

***

Density functional theory data (ωB97M-V/def2-TZVPD) for 7 unconnected molecules or ions with the total composition C15H42Cl6O16P4 at a distorted geometry.

SMILES   COP(=O)(OC)OC.COP(=O)(OC)OC.COP(=O)(OC)OC.COP(=O)(OC)OC.ClCCl.ClCCl.ClCCl
Energy above the lowest of the compared OMol25 structures with the same formula, charge and spin   3.167 eV
F_max   3.39 eV/Å
HOMO level   -10.650 eV
HOMO-LUMO gap   0.399 Ha
Charge   0

The geometry in XYZ format:
```
83
C15H42Cl6O16P4 (ωB97M-V/def2-TZVPD)
C 8.0638 15.8729 4.3238
O 9.0872 15.2916 3.5098
P 8.8366 13.9223 2.6638
O 10.0148 13.2735 2.0932
O 7.9627 13.0126 3.7751
C 7.9593 11.5913 3.9236
O 7.6829 14.4188 1.6196
C 7.4619 13.6348 0.4040
H 8.6090 16.3354 5.1465
H 7.2524 15.2324 4.6696
H 7.6710 16.6972 3.7286
H 6.9564 11.2578 3.6572
H 8.2902 11.3352 4.9301
H 8.4860 11.1637 3.0704
H 7.7497 14.2221 -0.4680
H 6.4641 13.2197 0.2615
H 8.0071 12.6918 0.3644
C 7.4965 18.0349 -9.6044
O 7.2474 19.4891 -9.4444
P 5.7223 19.8468 -8.9371
O 4.5532 19.3389 -9.7011
O 5.7631 19.2887 -7.4106
C 6.9587 19.5317 -6.6295
O 5.8600 21.4623 -8.7038
C 5.9387 22.3614 -9.7554
H 6.6192 17.4106 -9.7737
H 8.1328 17.6184 -8.8235
H 8.1926 17.9106 -10.4339
H 7.6741 20.1328 -7.1907
H 7.4404 18.6134 -6.2939
H 6.6957 20.1199 -5.7503
H 6.8696 22.2603 -10.3134
H 5.9419 23.3248 -9.2456
H 5.1029 22.2286 -10.4424
C -5.5822 18.0205 -6.9947
O -4.6736 17.5530 -6.0036
P -3.2122 16.9313 -6.3904
O -3.1530 15.6545 -7.1571
O -2.4474 16.9015 -4.9149
C -2.5951 18.0691 -4.0199
O -2.5028 18.1929 -7.1756
C -1.3202 18.0360 -7.8662
H -5.1863 17.9633 -8.0086
H -5.7664 19.0867 -6.8626
H -6.5414 17.5033 -6.9702
H -3.0373 18.9692 -4.4469
H -1.5864 18.2320 -3.6403
H -3.0906 17.7260 -3.1116
H -0.4158 17.6881 -7.3672
H -1.0907 18.9422 -8.4268
H -1.3271 17.2501 -8.6214
C 7.7764 22.4019 -1.3916
O 8.8068 22.4010 -2.3083
P 10.1401 21.5318 -1.9515
O 11.2050 21.6234 -2.9931
O 9.4985 20.0510 -1.6410
C 9.9262 19.3823 -0.4286
O 10.6102 22.0722 -0.4682
C 11.9452 22.5840 -0.3119
H 6.7945 22.1205 -1.7721
H 7.6909 23.3139 -0.8008
H 8.0273 21.6049 -0.6917
H 10.3225 18.4412 -0.8098
H 9.0938 19.3447 0.2741
H 10.7877 19.8164 0.0788
H 12.0062 23.5070 0.2645
H 12.4960 22.6784 -1.2478
H 12.4071 21.7995 0.2876
Cl 4.1775 17.9672 -0.9739
C 3.1175 16.9676 0.0550
Cl 3.6960 16.8230 1.7155
H 2.1247 17.4173 0.0663
H 3.1604 16.0198 -0.4815
Cl 2.0471 12.0150 -7.2916
C 2.5832 13.7516 -6.9100
Cl 2.3267 14.1949 -5.1775
H 3.6192 13.8867 -7.2204
H 1.8841 14.3699 -7.4732
Cl -1.5719 21.5919 1.1656
C -1.5839 21.0258 2.8933
Cl -1.0314 19.2765 2.9880
H -0.8101 21.5604 3.4443
H -2.6189 20.9597 3.2288
```

***

Density functional theory data (ωB97M-V/def2-TZVPD) for a molecular structure, C35H38FN3O3SiSm at a distorted geometry.

<S²>   8.760
Multiplicity   6
Energy above the lowest of the compared OMol25 structures with the same formula, charge and spin   0.192 eV
F_max   3.08 eV/Å
HOMO level (spin up / spin down)   -9.297 / -9.309 eV
HOMO-LUMO gap (spin up / spin down)   0.211 / 0.211 Ha
Charge   +1

The geometry in XYZ format:
```
82
C35H38FN3O3SiSm (ωB97M-V/def2-TZVPD)
C 0.2829 2.2537 -1.6728
C -0.7581 2.3644 -2.6542
C -1.9813 2.6602 -1.9812
H -0.6264 2.1925 -3.7137
C -1.7079 2.7107 -0.5683
C -0.2977 2.4704 -0.3760
H 0.2187 2.3322 0.5874
H 1.3289 2.0283 -1.8756
H -2.9215 2.9269 -2.4514
H -2.4189 2.9120 0.2346
Sm -1.1887 0.2564 -1.2169
C -2.3429 -0.9299 -2.6188
H -1.5685 -1.7150 -2.3097
H -2.0379 -0.8303 -3.6908
H -3.3399 -1.3639 -2.5827
Si 0.5003 -1.1878 -5.6990
C 2.1804 -1.0381 -6.4684
C 3.0121 0.0902 -6.3689
H 2.7919 0.8676 -5.6277
C 4.0940 0.2794 -7.2320
H 4.7099 1.1833 -7.1519
C 4.3708 -0.6907 -8.1910
H 5.2283 -0.5213 -8.8543
C 3.6391 -1.8815 -8.2327
H 3.9150 -2.6646 -8.9453
C 2.5843 -2.0859 -7.3437
H 2.0055 -3.0072 -7.4560
C -0.7242 0.0189 -6.3255
C -0.5294 0.4157 -7.6647
H 0.0864 -0.1975 -8.3277
C -1.0816 1.6067 -8.1315
H -0.7314 1.9845 -9.0889
C -2.0393 2.3059 -7.3855
H -2.4742 3.2308 -7.7715
C -2.3305 1.8221 -6.1044
H -3.0216 2.3709 -5.4648
C -1.7341 0.6698 -5.6134
H -2.0715 0.3433 -4.6341
H 0.4277 -1.5958 -4.2675
H 0.2639 -2.3285 -6.5928
F -1.2937 2.8035 4.1771
C -1.1739 1.4378 4.0614
C -1.4707 0.8770 2.8426
C -1.0131 -0.4368 2.6083
C -1.1210 -1.0702 1.3249
O -2.1461 -0.9485 0.5421
C 0.0268 -1.8591 0.9763
C 0.4303 -2.7153 1.9752
N 0.1534 -2.4535 3.2862
C 0.5104 -3.4000 4.2597
C 0.3959 -4.8576 3.8929
C 1.7397 -4.2285 4.0408
C -0.3737 -1.1857 3.6180
C -0.2330 -0.6249 4.8861
C -0.6452 0.7015 5.1365
N -0.4474 1.2790 6.3917
C 0.8297 1.0605 7.0501
C 0.6098 0.9447 8.5492
N -0.1143 2.1680 8.9572
C -1.4124 2.4218 8.3036
C -1.1470 2.4728 6.8035
C 0.5501 -1.9922 -0.4365
O 0.8107 -3.1087 -0.8593
O 0.6459 -0.8547 -1.1196
H -1.9651 1.4537 2.0630
H 0.9432 -3.6297 1.7076
H 0.2457 -3.1209 5.2722
H 0.1074 -5.5177 4.7047
H 0.0351 -5.1213 2.8970
H 2.3365 -4.0443 3.1458
H 2.2798 -4.5079 4.9404
H 0.1910 -1.2270 5.6861
H 1.5356 1.8955 6.8338
H 1.2742 0.1394 6.6623
H -0.0212 0.0933 8.8104
H 1.5584 0.8890 9.0920
H -0.2520 2.1643 9.9628
H 0.4771 2.9541 8.6978
H -1.8213 3.3707 8.6664
H -2.0834 1.6031 8.5711
H -0.5572 3.3811 6.5689
H -2.1076 2.5350 6.2830
```

***

Density functional theory data (ωB97M-V/def2-TZVPD) for a molecular structure, BCdH10O7P at a distorted geometry.

Energy above the lowest of the compared OMol25 structures with the same formula, charge and spin   5.471 eV
F_max   4.63 eV/Å
HOMO level   -1.017 eV
HOMO-LUMO gap   0.116 Ha
Charge   -2

The geometry in XYZ format:
```
20
BCdH10O7P (ωB97M-V/def2-TZVPD)
Cd 0.0227 -0.0064 0.1502
P -2.0351 4.0010 0.4135
O -2.7386 4.5920 1.6898
O -1.9239 5.2273 -0.4761
O -2.5017 2.6630 -0.1462
O -0.7791 3.4939 1.1125
B -0.0825 -2.9493 -2.6605
H -0.0210 -3.1381 -1.6000
H -0.9295 -3.5188 -3.0106
H -0.2321 -1.9145 -2.9271
H 0.7998 -3.2666 -3.1946
O -2.5096 -2.0122 2.3676
H -3.4411 -1.8662 2.2026
H -2.4414 -2.0731 3.3205
O 3.1247 1.5475 -2.1371
H 3.1138 1.2582 -3.0495
H 3.7933 2.2320 -2.1104
O 2.6720 -1.3904 3.0578
H 3.2213 -2.1435 3.2755
H 2.8880 -0.7358 3.7220
```